## 1
# H26O13

A cluster of 13 separate species, H26O13 in total (ωB97M-V with the def2-TZVPD basis set, the Open Molecules 2025 dataset).

The geometry in XYZ format:
```
39
Properties=species:S:1:pos:R:3
H 0.484 0.848 -0.951
H -0.654 0.072 -0.307
H 0.427 -2.258 -0.429
H -0.920 -2.267 -1.133
H -3.935 -2.741 0.676
H -2.785 -3.576 0.139
H 2.095 4.252 -0.545
H 1.317 5.303 0.229
H -1.408 1.764 -2.802
H -2.636 1.076 -2.229
H 0.711 1.726 -5.876
H 0.679 2.691 -4.702
H 1.142 0.330 4.207
H 1.638 -0.028 2.816
H 3.735 -0.566 -2.185
H 4.986 0.276 -2.375
H 2.070 -4.706 -0.083
H 1.388 -3.602 0.709
H -1.828 -0.534 3.226
H -2.499 -0.024 1.961
H -1.297 3.011 3.992
H -1.987 1.924 3.184
H -4.130 -0.579 0.424
H -3.946 0.927 0.342
H 3.914 -2.058 0.422
H 3.695 -2.349 1.898
O -0.475 0.845 -0.854
O -0.229 -2.855 -0.807
O -3.171 -2.694 0.091
O 2.032 5.204 -0.410
O -2.314 1.936 -2.522
O 1.185 2.473 -5.493
O 0.864 0.305 3.284
O 4.697 -0.624 -2.185
O 1.530 -4.555 0.701
O -1.708 0.089 2.500
O -1.561 2.784 3.093
O -4.335 0.238 0.892
O 3.232 -2.059 1.103
```

The value obtained for the frontier orbital gap is 10.008 eV. Its spin multiplicity is 1.

## 2
# H26O13

A cluster of 13 separate species, H26O13 in total (ωB97M-V with the def2-TZVPD basis set, the Open Molecules 2025 dataset).

The geometry in XYZ format:
```
39
Properties=species:S:1:pos:R:3
O -5.182 20.702 6.884
H -4.567 20.082 6.477
H -6.007 20.213 7.027
O -5.230 16.666 6.798
H -5.775 16.249 7.472
H -4.577 17.192 7.288
O -7.341 20.964 10.209
H -7.936 21.676 9.958
H -7.501 20.262 9.570
O -2.142 18.773 5.288
H -2.356 18.047 4.696
H -2.304 18.442 6.185
O -2.804 17.728 7.877
H -2.231 16.966 7.723
H -2.558 18.051 8.751
O -1.228 21.438 5.550
H -1.997 22.024 5.659
H -1.607 20.560 5.415
O -7.526 19.176 7.618
H -7.196 18.340 7.966
H -8.375 18.956 7.213
O -5.446 18.558 4.337
H -5.310 18.116 3.492
H -5.244 17.884 5.002
O -8.164 22.630 6.483
H -8.423 21.907 7.059
H -7.518 22.229 5.887
O -5.300 23.443 7.635
H -5.444 22.484 7.607
H -6.182 23.826 7.663
O -7.962 20.074 4.821
H -7.372 19.827 4.103
H -7.709 19.479 5.530
O -3.330 23.338 5.650
H -3.946 23.383 6.407
H -3.890 23.222 4.876
O -4.793 21.226 3.444
H -5.524 21.134 2.827
H -4.976 20.587 4.147
```

The value obtained for the frontier orbital gap is 8.556 eV. Its spin multiplicity is 1.

## 3
# H26O13

A cluster of 13 separate species, H26O13 in total (ωB97M-V with the def2-TZVPD basis set, the Open Molecules 2025 dataset).

The geometry in XYZ format:
```
39
Properties=species:S:1:pos:R:3
O -7.588 -0.127 -3.331
H -7.808 0.705 -2.836
H -6.566 -0.243 -3.329
O -8.583 -2.629 -1.945
H -8.829 -1.789 -2.062
H -8.878 -2.827 -1.093
O -8.193 1.948 -2.179
H -8.904 1.949 -2.812
H -8.050 2.769 -1.812
O -5.573 0.820 -3.916
H -4.997 1.237 -4.569
H -5.944 0.091 -4.400
O -9.959 2.238 -4.095
H -9.572 2.815 -4.774
H -9.984 1.488 -4.405
O -6.449 2.924 -4.253
H -7.150 2.824 -3.676
H -6.205 2.012 -4.371
O -9.885 0.717 -1.178
H -10.578 1.032 -0.539
H -9.125 1.366 -1.238
O -3.900 1.063 -2.016
H -4.033 1.970 -2.415
H -4.125 0.518 -2.682
O -6.027 -1.739 -1.091
H -6.472 -1.925 -0.221
H -6.738 -2.139 -1.610
O -4.641 -3.055 -3.248
H -4.855 -2.404 -2.619
H -4.223 -2.496 -3.953
O -6.299 -1.386 -5.696
H -6.417 -2.455 -5.667
H -5.930 -1.143 -6.405
O -9.091 -1.469 -5.247
H -9.929 -1.717 -4.780
H -8.649 -0.869 -4.685
O -5.751 0.948 -0.129
H -6.064 0.150 -0.597
H -5.054 1.476 -0.832
```

The value obtained for the frontier orbital gap is 9.669 eV. Its spin multiplicity is 1.

## 4
# H26O13

A cluster of 13 separate species, H26O13 in total (ωB97M-V with the def2-TZVPD basis set, the Open Molecules 2025 dataset).

The geometry in XYZ format:
```
39
Properties=species:S:1:pos:R:3
O -1.578 5.464 -1.504
H -2.039 6.266 -1.751
H -1.942 4.792 -2.080
O -0.986 -0.225 -0.692
H -0.144 -0.077 -0.262
H -0.853 0.075 -1.591
O 5.619 0.625 0.829
H 6.259 0.595 0.118
H 5.977 1.261 1.448
O -4.416 -2.200 4.018
H -3.986 -2.801 3.409
H -5.350 -2.383 3.915
O -6.119 2.793 -0.972
H -6.370 2.633 -1.882
H -5.626 2.013 -0.718
O 4.030 -2.031 4.255
H 4.341 -1.571 3.476
H 4.777 -2.020 4.854
O 1.368 -5.472 2.600
H 1.862 -4.875 3.162
H 1.133 -4.944 1.837
O 1.420 3.982 2.046
H 2.209 3.911 1.509
H 0.872 4.617 1.585
O 2.577 -3.980 -2.372
H 3.511 -3.957 -2.160
H 2.456 -3.266 -2.998
O -1.259 1.791 -5.277
H -1.494 2.394 -5.982
H -0.404 1.444 -5.533
O 3.258 0.270 -5.321
H 3.706 -0.141 -6.060
H 3.649 1.141 -5.257
O -2.143 2.222 5.149
H -2.389 1.299 5.083
H -1.361 2.302 4.602
O -3.357 -4.336 -0.468
H -2.915 -3.494 -0.575
H -4.288 -4.116 -0.437
```

The value obtained for the frontier orbital gap is 10.981 eV. Its spin multiplicity is 1.

Most favorable first, least favorable last: 2, 1, 4, 3

## 1
# H26O13

A structure of composition H26O13 (ωB97M-V with the def2-TZVPD basis set, the Open Molecules 2025 dataset).

The geometry in XYZ format:
```
39
Properties=species:S:1:pos:R:3
H 0.308 0.198 0.482
H -0.366 1.529 0.194
H 4.725 0.157 2.243
H 4.740 -1.010 1.269
H -3.349 -3.212 1.624
H -3.192 -3.517 0.143
H -4.851 0.194 -0.141
H -3.888 1.368 -0.202
H -1.307 0.010 1.733
H -1.595 1.499 1.647
H -1.998 2.249 -2.445
H -1.949 2.492 -0.945
H 0.339 -0.037 -2.230
H -0.712 -1.043 -2.670
H -1.722 -1.385 -0.632
H -2.139 -1.397 0.830
H 0.399 -3.595 1.071
H 0.547 -4.252 -0.292
H 4.272 -3.321 -0.679
H 3.308 -2.209 -0.301
H 1.882 2.040 1.253
H 2.899 2.788 0.407
H 0.065 3.729 -1.028
H -0.707 4.826 -0.313
H 2.867 0.375 -0.343
H 2.066 1.514 -0.952
O 0.166 0.841 -0.221
O 4.206 -0.256 1.545
O -2.817 -2.984 0.854
O -4.279 0.737 0.413
O -1.591 0.761 2.266
O -1.664 1.870 -1.624
O -0.309 -0.660 -1.883
O -2.464 -1.599 -0.055
O 0.201 -3.461 0.137
O 3.521 -2.820 -1.015
O 2.233 2.923 1.090
O -0.131 4.071 -0.148
O 2.288 0.586 -1.084
```

The value obtained for the frontier orbital gap is 7.130 eV. Its spin multiplicity is 1.

## 2
# H26O13

A cluster of 13 separate species, H26O13 in total (ωB97M-V with the def2-TZVPD basis set, the Open Molecules 2025 dataset).

The geometry in XYZ format:
```
39
Properties=species:S:1:pos:R:3
H -0.385 1.522 -0.160
H -0.142 -0.002 -0.140
H -2.742 1.290 -0.840
H -1.949 2.642 -1.255
H -4.102 4.296 0.420
H -4.700 4.462 -1.001
H -4.057 -4.096 -0.690
H -3.296 -2.789 -1.078
H 3.576 1.993 1.751
H 3.092 3.211 2.631
H -0.969 -4.209 -0.653
H -0.541 -2.873 -1.037
H 1.001 0.228 3.947
H -0.154 0.388 2.856
H 4.503 -1.294 0.744
H 3.821 0.095 0.447
H 1.722 -1.464 -2.483
H 0.491 -1.491 -3.279
H -5.777 0.487 1.171
H -4.479 -0.369 1.492
H 3.419 0.818 -2.091
H 3.564 1.199 -3.575
H 0.356 -2.510 2.910
H 0.929 -1.625 4.005
H 4.263 -0.675 -1.225
H 3.264 -1.886 -1.571
O -0.884 0.703 -0.359
O -2.141 1.670 -1.499
O -3.899 4.075 -0.493
O -3.705 -3.233 -0.339
O 3.416 2.901 1.749
O -1.164 -3.265 -0.450
O 0.564 0.886 3.274
O 3.832 -0.722 0.997
O 0.800 -1.125 -2.463
O -5.088 -0.021 0.780
O 3.377 1.556 -2.733
O 1.166 -2.078 3.190
O 3.638 -1.014 -1.818
```

The value obtained for the frontier orbital gap is 8.079 eV. Its spin multiplicity is 1.

## 3
# H26O13

A cluster of 13 separate species, H26O13 in total (ωB97M-V with the def2-TZVPD basis set, the Open Molecules 2025 dataset).

The geometry in XYZ format:
```
39
Properties=species:S:1:pos:R:3
O -0.788 -0.642 -3.484
H -1.075 -0.444 -4.365
H -0.607 0.240 -3.224
O -2.139 -1.330 3.035
H -2.177 -1.032 2.149
H -1.336 -1.080 3.474
O 0.113 -0.395 4.178
H 0.482 0.194 3.530
H 0.812 -0.874 4.526
O 0.694 -2.448 -1.974
H 1.502 -1.945 -1.892
H 0.022 -1.813 -2.298
O -1.965 2.070 -0.518
H -1.372 1.302 -0.329
H -2.694 1.632 -0.931
O -3.107 -0.973 0.453
H -3.081 -0.757 -0.457
H -4.049 -0.775 0.638
O -0.344 -0.018 -0.221
H 0.371 0.061 -0.846
H 0.105 0.147 0.606
O 2.118 -1.558 0.856
H 2.798 -0.925 0.549
H 2.476 -2.322 0.483
O 1.370 3.403 -0.841
H 0.965 2.905 -1.558
H 0.797 4.129 -0.693
O 2.307 0.073 -1.732
H 2.465 0.836 -2.287
H 2.960 -0.578 -2.010
O 0.444 1.252 1.985
H 1.351 1.550 2.009
H -0.105 2.010 1.810
O 0.406 -3.065 2.503
H 0.920 -3.066 3.306
H 0.675 -2.262 2.024
O -0.138 1.922 -2.725
H -0.236 2.487 -3.509
H -0.956 2.100 -2.230
```

The value obtained for the frontier orbital gap is 8.721 eV. Its spin multiplicity is 1.

## 4
# H26O13

A cluster of 13 separate species, H26O13 in total (ωB97M-V with the def2-TZVPD basis set, the Open Molecules 2025 dataset).

The geometry in XYZ format:
```
39
Properties=species:S:1:pos:R:3
H 0.393 0.304 0.223
H -0.150 -0.575 -0.919
H 1.088 -2.049 1.866
H 0.449 -1.765 3.163
H 0.344 -2.427 -1.198
H 0.010 -3.252 -2.421
H 2.010 2.374 -0.416
H 1.872 2.352 -1.904
H -1.324 -2.326 -1.261
H -1.885 -3.266 -2.355
H 2.558 -1.056 0.771
H 3.006 -2.322 0.047
H 0.595 2.485 2.343
H 1.176 1.708 1.226
H -3.047 2.664 -1.521
H -4.169 2.779 -0.616
H -0.518 3.941 1.528
H -0.482 3.337 0.074
H -1.612 -2.927 2.714
H -2.167 -3.189 4.019
H -4.529 0.543 0.040
H -3.818 0.353 -1.344
H 3.451 0.763 -0.043
H 3.950 1.034 1.262
H 1.697 -0.670 -1.833
H 0.845 -0.015 -3.093
O -0.354 0.134 -0.294
O 0.760 -1.311 2.432
O 0.585 -2.561 -2.179
O 2.391 1.987 -1.186
O -1.526 -2.362 -2.192
O 2.498 -1.423 -0.125
O 0.353 1.863 1.692
O -3.180 2.783 -0.639
O -1.003 3.718 0.725
O -1.440 -2.743 3.590
O -3.903 -0.091 -0.474
O 4.150 1.375 0.376
O 0.928 -0.167 -2.080
```

The value obtained for the frontier orbital gap is 9.128 eV. Its spin multiplicity is 1.

Most favorable first, least favorable last: 3, 2, 4, 1

## 1
# C4H12

A cluster of 2 separate species, C4H12 in total (ωB97M-V with the def2-TZVPD basis set, the Open Molecules 2025 dataset).

The geometry in XYZ format:
```
16
Properties=species:S:1:pos:R:3
C -0.662 1.643 0.563
C -0.976 2.327 1.905
H 0.327 1.158 0.503
H -1.160 0.672 0.490
H -0.805 2.367 -0.235
H -1.221 1.499 2.589
H -0.196 2.881 2.415
H -1.916 2.869 1.805
C 1.488 -1.524 -1.258
C 0.137 -2.312 -1.166
H 1.271 -0.659 -1.894
H 1.982 -1.411 -0.299
H 2.155 -2.078 -1.927
H 0.404 -3.351 -0.973
H -0.353 -2.220 -2.131
H -0.478 -1.862 -0.387
```

As for the expectation value of S²: 0.75. The value obtained for the frontier orbital gap (spin up / spin down) is 2.777 / 12.106 eV. Its charge is -1. Its spin multiplicity is 2.

## 2
# C4H12

A cluster of 2 separate species, C4H12 in total (ωB97M-V with the def2-TZVPD basis set, the Open Molecules 2025 dataset).

The geometry in XYZ format:
```
16
Properties=species:S:1:pos:R:3
C -0.238 -2.517 0.444
C -1.138 -1.338 0.903
H 0.656 -2.102 -0.028
H 0.063 -3.131 1.291
H -0.727 -3.142 -0.304
H -2.068 -1.381 0.342
H -0.630 -0.393 0.848
H -1.398 -1.433 1.964
C 0.061 1.966 -1.119
C 1.328 1.878 -0.279
H -0.650 2.696 -0.721
H 0.265 2.285 -2.142
H -0.441 1.006 -1.157
H 2.003 1.067 -0.544
H 1.047 1.707 0.770
H 1.867 2.832 -0.269
```

As for the expectation value of S²: 0.75. The value obtained for the frontier orbital gap (spin up / spin down) is 2.829 / 12.234 eV. Its charge is -1. Its spin multiplicity is 2.

## 3
# C4H12

A cluster of 2 separate species, C4H12 in total (ωB97M-V with the def2-TZVPD basis set, the Open Molecules 2025 dataset).

The geometry in XYZ format:
```
16
Properties=species:S:1:pos:R:3
C -2.240 0.835 -0.431
C -2.570 -0.469 -1.183
H -3.050 1.560 -0.523
H -2.245 0.622 0.633
H -1.266 1.203 -0.724
H -3.447 -0.930 -0.736
H -1.787 -1.193 -0.953
H -2.642 -0.322 -2.263
C 2.720 -0.776 1.113
C 2.104 0.465 0.429
H 3.764 -0.887 0.809
H 2.637 -0.677 2.191
H 2.204 -1.695 0.837
H 2.403 1.356 0.991
H 2.404 0.490 -0.625
H 1.012 0.418 0.436
```

As for the expectation value of S²: 0.75. The value obtained for the frontier orbital gap (spin up / spin down) is 2.799 / 12.415 eV. Its charge is -1. Its spin multiplicity is 2.

Most favorable first, least favorable last: 3, 2, 1